The molecule C24H29N3O5, computed with ωB97M-V with the def2-TZVPD basis set.

```
61
Properties=species:S:1:pos:R:3:forces:R:3:lowdin_charge:R:1
C 2.9900 -6.5001 1.9161 0.3518 -0.4044 0.0529 -0.072
O 1.8521 -5.6676 1.9488 -0.1901 0.3387 -0.1025 -0.064
C 1.8566 -4.4236 1.4020 -0.1674 0.1158 0.0281 -0.193
C 0.6711 -3.7178 1.5935 0.2563 -0.2085 -0.0426 0.011
C 0.4784 -2.4490 1.0890 0.1642 0.0668 -0.0061 -0.043
C 1.4939 -1.8273 0.3625 -0.0957 -0.4720 0.1956 -0.210
C 1.3818 -0.5067 -0.2276 -0.3987 0.6583 -0.2465 0.033
C 0.2875 0.0845 -0.7491 0.7832 -0.1049 0.4727 -0.107
N -0.9050 -0.6562 -0.8451 -0.0037 -0.5386 -0.1527 0.144
C -2.2213 -0.3496 -0.7381 0.1156 0.1203 0.0187 -0.398
O -2.6744 0.7829 -0.6345 -0.1326 -0.0396 0.1507 0.053
C -3.1175 -1.5393 -0.7251 -0.3128 -0.2010 -0.0179 -0.135
C -2.8054 -2.7406 -1.3572 0.0193 0.1328 0.0574 -0.031
C -3.6900 -3.8022 -1.2989 -0.0276 -0.1325 -0.0068 -0.075
C -4.8864 -3.6800 -0.6110 0.0150 -0.0402 -0.0382 -0.079
C -5.2091 -2.4832 0.0073 -0.0182 -0.0034 0.0181 -0.069
C -4.3328 -1.4168 -0.0557 0.1385 0.1100 -0.0256 -0.014
C 0.4971 1.4486 -1.3453 -0.0646 0.0815 -0.2826 -0.458
O 1.6359 1.8561 -1.5275 0.1737 0.0998 0.0663 0.035
N -0.5983 2.1479 -1.6660 -0.2622 -0.0013 0.0724 0.081
C -0.5438 3.4800 -2.2197 0.0082 0.2224 -0.1319 -0.143
C -1.2670 4.5097 -1.3442 0.1642 -0.0090 -0.1396 -0.180
N -0.3778 5.1993 -0.4272 -0.0894 0.0147 0.0140 -0.171
C -1.0620 6.2865 0.2516 0.2374 0.1610 0.1723 -0.180
C -0.0640 7.0440 1.1261 -0.3155 0.1242 -0.2053 -0.204
O 0.5261 6.1969 2.0816 -0.0459 -0.0025 0.1746 -0.134
C 1.1797 5.1260 1.4396 0.0049 -0.3539 -0.1406 -0.191
C 0.2259 4.3189 0.5603 0.2497 0.1782 0.1934 -0.157
C 2.7012 -2.5151 0.2045 -0.0887 0.0189 -0.0438 0.037
C 2.9031 -3.7942 0.6946 0.1172 -0.1800 0.0567 -0.180
O 4.0784 -4.4805 0.5241 -0.4904 -0.0237 0.1919 -0.114
C 5.1446 -3.8454 -0.1378 0.1874 0.0985 -0.1200 -0.077
H 3.8398 -6.0432 2.4269 -0.0644 -0.0539 -0.0397 0.096
H 2.6917 -7.4048 2.4459 0.0423 0.0575 -0.0390 0.094
H 3.2769 -6.7544 0.8939 -0.0199 0.0072 0.1066 0.094
H -0.1042 -4.2059 2.1626 -0.0729 -0.0710 0.0831 0.124
H -0.4381 -1.9289 1.3213 -0.0865 0.0392 -0.0166 0.118
H 2.2972 0.0637 -0.3105 -0.0303 0.0809 -0.1040 0.124
H -0.7050 -1.6494 -0.7869 -0.1694 0.1777 -0.0310 0.108
H -1.8921 -2.8488 -1.9257 0.0621 -0.0059 -0.0381 0.115
H -3.4451 -4.7291 -1.7957 0.0163 -0.0669 -0.0451 0.105
H -5.5693 -4.5150 -0.5650 -0.0563 -0.0695 -0.0016 0.104
H -6.1449 -2.3809 0.5357 -0.0692 0.0112 0.0506 0.106
H -4.5696 -0.4738 0.4134 -0.0182 0.0748 0.0198 0.118
H -1.5099 1.8176 -1.3455 0.2219 -0.1140 0.0114 0.084
H 0.5056 3.7576 -2.3384 -0.1409 0.0144 -0.0624 0.125
H -1.0188 3.4575 -3.2068 0.1006 0.0691 0.0564 0.120
H -2.0956 4.0058 -0.8126 -0.0217 0.0774 -0.0219 0.127
H -1.7018 5.2750 -1.9927 -0.0508 -0.0644 0.0310 0.118
H -1.4775 6.9663 -0.4961 -0.0355 0.0054 0.0284 0.122
H -1.8862 5.9123 0.8863 0.0102 0.0374 -0.0431 0.130
H -0.5644 7.8380 1.6838 0.0276 -0.0065 -0.0925 0.123
H 0.7150 7.4809 0.4830 -0.0744 0.0082 0.0413 0.126
H 1.5930 4.4993 2.2315 0.0199 0.0005 -0.0954 0.126
H 1.9979 5.5131 0.8144 -0.0257 -0.0595 0.0471 0.129
H 0.8023 3.5479 0.0528 0.0287 -0.0586 0.0191 0.105
H -0.5432 3.8402 1.1937 0.0256 -0.0145 -0.0294 0.137
H 3.4874 -2.0201 -0.3421 0.1300 0.0128 -0.0507 0.112
H 5.4596 -2.9362 0.3835 -0.0200 -0.0216 -0.0305 0.100
H 4.8906 -3.6036 -1.1748 0.0069 0.0102 0.0474 0.099
H 5.9602 -4.5671 -0.1274 -0.0192 0.0959 -0.0342 0.096
```
Forces are in eV/Å.

The value obtained for the gap between HOMO and LUMO is 8.049 eV. Its lowest unoccupied orbital energy is 0.00408 Ha. The SMILES is COc1ccc(/C=C(\NC(=O)c2ccccc2)C(=O)NCCN2CCOCC2)cc1OC. Its energy relative to the best compared isomer or geometry (same formula, charge and spin) is 68.2 kcal per mole. Its total energy is -40065.7284 eV. The largest force on an atom comes out at 0.0179 Eh/bohr.